Below is a cluster of 2 separate species, C3H12N2O in total at a distorted geometry, with properties calculated with ωB97M-V/def2-TZVPD.

The SMILES is C[C@H](N)CN.O. The largest force on an atom comes out at 2.6 eV/Å. The energy relative to the best compared isomer or geometry (same formula, charge and spin) is 0.775 eV. For the HOMO-LUMO gap, the calculation gives 10.000 eV. The value obtained for the HOMO energy is -9.10 eV.

XYZ file:
```
18
Properties=species:S:1:pos:R:3:forces:R:3
N 0.4521 1.0726 0.0124 1.015 -0.213 0.462
C -0.2594 -0.0166 -0.7057 -2.038 0.690 1.090
C -0.2416 0.1389 -2.2150 0.720 1.869 1.534
C 0.2870 -1.3989 -0.4442 2.461 -0.436 0.861
N 0.4603 -1.7541 0.9794 -1.449 0.232 -0.597
H 1.0087 0.7545 0.8401 -0.852 0.026 -1.125
H 1.0921 1.6345 -0.5580 -0.412 -0.531 0.004
H -1.3276 0.0667 -0.2842 1.150 -0.381 -0.827
H -0.5369 1.1237 -2.5490 -0.458 0.136 -0.112
H 0.7789 0.0308 -2.4847 1.157 -0.079 -0.560
H -0.7576 -0.6335 -2.6693 -1.351 -1.346 -1.005
H 1.3108 -1.2907 -0.9641 -1.183 -0.939 0.956
H -0.2667 -2.2593 -0.8588 -0.020 0.852 -0.543
H -0.3353 -1.4884 1.5572 0.604 -0.174 -0.122
H 1.3354 -1.7796 1.4406 0.619 0.304 0.082
H -0.9023 2.5934 2.6370 -0.212 0.179 1.202
H -1.0174 1.2053 2.8582 -0.162 -0.512 0.704
O -1.0806 2.0007 3.4083 0.411 0.323 -2.004
```
Forces are in eV/Å.



Below is a structure of composition C3H12N2O at a distorted geometry, with properties calculated with ωB97M-V/def2-TZVPD.

The largest force on an atom comes out at 1.6 eV/Å. The energy relative to the best compared isomer or geometry (same formula, charge and spin) is 6.651 eV. For the HOMO-LUMO gap (alpha / beta), the calculation gives 7.842 / 8.315 eV. The value obtained for the HOMO energy (alpha / beta) is -7.99 / -7.62 eV.

XYZ file:
```
18
Properties=species:S:1:pos:R:3:forces:R:3
C 1.3625 0.5073 0.0194 1.216 0.429 -0.131
C -0.9753 0.6626 1.0093 -0.576 0.861 0.407
C -1.9691 0.8498 -0.0845 -0.057 -0.155 -0.199
N 2.5756 0.1267 -0.6408 0.483 -0.064 -1.038
H 2.9334 -0.8127 -0.5063 -0.314 0.058 0.652
H 2.5766 0.2301 -1.6513 -0.328 0.260 0.164
H 0.9620 1.4173 -0.4246 -0.071 -0.221 -0.251
H 1.6343 0.7549 1.0463 -0.504 -0.561 0.150
H -1.3764 0.2461 1.9272 0.169 -0.421 -0.056
H -0.3451 1.5195 1.2217 0.049 -0.072 -0.068
H -2.5471 -0.0589 -0.2637 0.115 0.039 -0.024
H -1.4856 1.1502 -1.0179 -0.053 -0.013 -0.009
H -2.6967 1.6375 0.1658 0.154 -0.025 0.027
N 0.2237 -1.8602 -0.5801 0.420 1.517 0.485
O -0.8217 -1.8662 0.3654 -0.215 -0.503 0.182
H -0.3897 -2.0959 1.2005 -0.047 -0.039 -0.285
H -0.2912 -1.7477 -1.4575 -0.008 -0.001 0.109
H 0.6298 -0.6603 -0.3288 -0.433 -1.089 -0.114
```
Forces are in eV/Å.



Below is a cluster of 2 separate species, C3H12N2O in total at a distorted geometry, with properties calculated with ωB97M-V/def2-TZVPD.

The SMILES is NCCCN.O. The largest force on an atom comes out at 1.1 eV/Å. The energy relative to the best compared isomer or geometry (same formula, charge and spin) is 0.452 eV. For the HOMO-LUMO gap, the calculation gives 9.865 eV. The value obtained for the HOMO energy is -9.20 eV.

XYZ file:
```
18
Properties=species:S:1:pos:R:3:forces:R:3
C -0.2202 -0.4781 -0.0721 0.519 0.298 -0.868
C 1.2705 -0.4653 0.2418 -0.028 -0.947 0.152
C 2.0694 0.4746 -0.6113 0.074 0.588 -0.025
N 1.8937 0.3142 -2.0496 -0.165 -0.077 -0.244
N -0.5514 -1.2651 -1.2728 -0.294 0.020 0.581
H -0.7626 -0.8386 0.7707 -0.497 -0.421 0.697
H -0.5414 0.5417 -0.2433 -0.225 0.429 0.072
H 1.4605 -0.1839 1.2816 -0.189 -0.030 0.008
H 1.6202 -1.5005 0.1460 0.132 0.021 -0.029
H 3.1418 0.3408 -0.4319 -0.161 0.168 0.251
H 1.7551 1.4718 -0.2548 0.368 0.087 -0.204
H 0.9205 0.3296 -2.3299 0.043 -0.032 0.216
H 2.3075 1.1128 -2.5023 0.278 0.102 -0.249
H -0.8414 -0.6814 -2.0400 -0.014 -0.063 -0.104
H 0.2389 -1.8172 -1.5543 0.160 -0.140 -0.254
H -4.6943 1.1203 2.9078 -0.213 -0.072 0.022
H -4.1193 0.7792 4.2544 -0.180 -0.088 0.103
O -4.9475 0.7449 3.7600 0.392 0.157 -0.125
```
Forces are in eV/Å.



Below is a cluster of 2 separate species, C3H12N2O in total at a distorted geometry, with properties calculated with ωB97M-V/def2-TZVPD.

The SMILES is CCNCN.O. The largest force on an atom comes out at 6.4 eV/Å. The energy relative to the best compared isomer or geometry (same formula, charge and spin) is 1.752 eV. For the HOMO-LUMO gap, the calculation gives 9.732 eV. The value obtained for the HOMO energy is -8.77 eV.

XYZ file:
```
18
Properties=species:S:1:pos:R:3:forces:R:3
C 2.4105 -0.6833 -0.7421 -1.800 -2.361 -2.455
C 0.9257 -0.8695 -0.2458 0.703 -0.118 1.212
N 0.2725 0.4133 0.0108 -0.599 -0.894 -0.257
C -0.9587 0.5905 -0.7987 1.180 3.081 0.146
N -1.6760 1.8532 -0.3363 0.938 -1.529 -1.828
H 2.5828 -1.5665 -1.4917 0.392 1.642 1.556
H 3.0315 -0.6863 0.1032 1.085 -0.575 1.007
H 2.6518 0.2417 -1.2354 -0.441 0.474 -0.633
H 0.2222 -1.5061 -0.8996 1.506 0.613 1.114
H 1.1353 -1.2580 0.8046 -0.952 -0.675 -1.462
H 1.0377 1.0712 -0.0084 -0.796 0.953 -0.473
H -1.5554 -0.2529 -0.5498 -0.691 -0.695 -0.012
H -0.7707 0.6123 -1.9201 -0.326 0.140 1.169
H -1.7370 1.7243 0.6795 0.373 1.168 -0.584
H -1.1981 2.6939 -0.7596 -0.716 -1.256 1.568
H -2.8434 -1.0871 2.6285 -5.048 -0.796 -1.400
H -1.5392 -0.4015 2.0231 -0.938 -0.495 0.311
O -1.9914 -0.8891 2.7378 6.129 1.322 1.020
```
Forces are in eV/Å.



Below is a cluster of 2 separate species, C3H12N2O in total at a distorted geometry, with properties calculated with ωB97M-V/def2-TZVPD.

The SMILES is CCNCN.O. The largest force on an atom comes out at 4.7 eV/Å. The energy relative to the best compared isomer or geometry (same formula, charge and spin) is 1.586 eV. For the HOMO-LUMO gap, the calculation gives 10.073 eV. The value obtained for the HOMO energy is -9.16 eV.

XYZ file:
```
18
Properties=species:S:1:pos:R:3:forces:R:3
C 1.8569 1.5708 1.0597 2.111 2.813 1.219
C 1.0382 0.3028 1.2247 0.882 -1.793 -2.612
N -0.0177 0.1569 0.1878 0.012 0.836 -0.447
C -1.2514 -0.5238 0.6288 0.887 -0.271 2.079
N -2.1914 -0.9617 -0.3648 0.219 1.507 -0.849
H 2.8103 1.7100 0.4229 -1.502 -1.246 0.871
H 1.4336 2.6281 0.9202 -0.848 -1.860 -0.439
H 2.1323 1.7825 2.1261 0.743 -0.335 -0.753
H 0.5945 0.3583 2.1552 -1.086 0.195 2.232
H 1.7072 -0.6929 1.3070 -1.240 2.263 -0.561
H -0.3316 1.1295 -0.0358 0.708 -1.106 -0.080
H -0.9239 -1.3663 1.2973 -0.421 0.413 -0.783
H -1.7294 0.1908 1.3067 -0.551 -0.214 0.061
H -1.7721 -1.6781 -0.9367 0.095 -0.231 -0.204
H -2.3278 -0.1501 -1.0189 -0.069 -1.138 0.721
H 1.0344 -1.0432 -2.7029 3.435 -2.026 -2.542
H 0.3960 -0.8415 -1.5271 -0.875 1.022 1.048
O 0.3222 -0.5615 -2.4443 -2.498 1.171 1.038
```
Forces are in eV/Å.



Below is a cluster of 2 separate species, C3H12N2O in total at a distorted geometry, with properties calculated with ωB97M-V/def2-TZVPD.

The SMILES is NCCCN.O. The largest force on an atom comes out at 2.4 eV/Å. The energy relative to the best compared isomer or geometry (same formula, charge and spin) is 0.988 eV. For the HOMO-LUMO gap, the calculation gives 9.566 eV. The value obtained for the HOMO energy is -8.64 eV.

XYZ file:
```
18
Properties=species:S:1:pos:R:3:forces:R:3
N 2.1601 2.7131 0.7754 0.215 1.711 -0.515
C 2.4156 1.5556 -0.0802 0.518 -1.363 1.862
C 1.1695 1.0267 -0.8106 -0.069 1.459 -0.729
C 0.9030 -0.4613 -0.5754 -0.248 1.238 -0.729
N -0.3817 -0.8654 -1.0970 0.361 -1.008 0.072
H 2.5673 3.5669 0.4024 -0.418 -0.022 -0.466
H 2.5985 2.7109 1.6857 0.015 -0.854 0.094
H 3.4079 1.5236 -0.5528 -0.514 0.558 -0.769
H 2.6146 0.8047 0.6880 -0.124 -0.549 -0.018
H 1.1382 1.2381 -1.9052 0.526 -0.339 0.449
H 0.3425 1.6680 -0.4877 -0.061 -0.364 0.474
H 1.7165 -0.9384 -1.1294 -0.066 -0.675 0.469
H 0.9196 -0.6659 0.4966 0.272 -0.241 -0.144
H -0.5654 -0.5993 -2.0509 -0.219 0.172 0.217
H -1.1395 -0.7628 -0.4471 -0.185 0.275 -0.269
H -5.4576 -2.5782 1.1425 0.180 0.191 -0.948
H -5.5203 -3.3765 2.3058 0.214 -0.864 0.143
O -5.2545 -3.4863 1.3810 -0.397 0.675 0.807
```
Forces are in eV/Å.



Which formula does entry 6 have? C3H12N2O